The following is a DFT calculation (the ωB97M-V functional and the def2-TZVPD basis) of a molecular structure, C37H97CdN6O15.

## Properties
* ΔE to the lowest compared entry with this formula, charge and spin: 1019.1 kJ/mol
* E_LUMO: -8.30 eV
* gap between HOMO and LUMO: 1.5 eV
* charge: +1

Each line ends with the Mulliken charge.
Positions of all 156 atoms, in Å:
1 Cd 1.59970 2.82065 3.68483  0.8983
2 C -1.36588 0.54470 0.57955  -0.4288
3 O -0.84905 1.44103 1.52949  -0.3100
4 H -2.27285 0.90828 0.09654  0.2413
5 H -0.62019 0.56320 -0.21524  0.2671
6 H -1.48061 -0.49409 0.88918  0.2689
7 C -5.56392 6.12113 2.30378  -0.8080
8 O -6.02771 5.15902 3.23768  -0.3118
9 C -4.88184 4.44353 3.74658  -0.3606
10 C -5.48599 3.49822 4.76541  -0.7388
11 N -4.48192 2.68589 5.44021  -0.1224
12 C -5.10102 1.86752 6.48756  -0.7492
13 C -4.11042 1.04706 7.30164  -0.5682
14 O -3.70143 -0.09286 6.50234  -0.2974
15 C -2.53102 -0.73227 7.08378  -0.7698
16 H -5.19810 6.97274 2.87740  0.3165
17 H -6.20787 6.53406 1.52731  0.3205
18 H -4.81927 5.78598 1.58178  0.2870
19 H -4.07008 5.08002 4.09875  0.3716
20 H -4.52231 3.83937 2.91361  0.2138
21 H -6.09265 2.83441 4.14944  0.2907
22 H -6.09390 4.11368 5.42855  0.3605
23 H -4.08238 2.07683 4.74055  0.2062
24 H -5.81339 1.13631 6.10549  0.4009
25 H -5.62309 2.44307 7.25195  0.4601
26 H -4.52557 0.77869 8.27310  0.4052
27 H -3.33077 1.79049 7.46764  0.2417
28 H -2.15396 -1.50884 6.41830  0.2748
29 H -2.72000 -1.18379 8.05770  0.3158
30 H -1.67200 -0.09596 7.29660  0.2924
31 C -6.16538 9.95183 -4.45360  -0.7445
32 O -4.81894 10.01335 -4.11671  -0.3270
33 C -3.88519 9.52875 -5.06813  -0.1926
34 C -2.49456 9.87026 -4.52062  -0.6726
35 N -1.38889 9.53024 -5.42227  -0.3084
36 C -1.24890 8.18174 -5.86033  -1.0490
37 C -1.21941 7.09042 -4.77199  -0.3701
38 O -0.07267 7.20907 -3.87487  -0.3711
39 C -0.22707 6.48948 -2.63135  -0.7366
40 H -6.30909 10.84577 -5.06048  0.3069
41 H -6.73169 10.04323 -3.52675  0.2458
42 H -6.51462 9.02755 -4.91386  0.2837
43 H -4.08817 10.07287 -5.99054  0.2856
44 H -4.04496 8.46007 -5.21127  0.1708
45 H -2.40392 9.55179 -3.48213  0.3078
46 H -2.38887 10.91882 -4.24230  0.4069
47 H -0.52750 9.84950 -5.00253  0.3024
48 H -0.29915 8.05078 -6.37890  0.4293
49 H -2.06724 7.96424 -6.54670  0.3476
50 H -1.17387 6.10461 -5.23480  0.4934
51 H -2.16912 7.11716 -4.23773  0.3357
52 H -0.92705 6.93105 -1.92202  0.2793
53 H 0.71258 6.49476 -2.07895  0.2765
54 H -0.46911 5.43793 -2.78559  0.3036
55 C -7.33747 -0.18184 0.37308  -0.6324
56 O -8.39760 0.59160 0.03555  -0.3682
57 C -8.83341 0.67615 -1.34298  -0.6709
58 C -7.69963 1.30372 -2.26582  -0.5476
59 N -7.48203 2.71071 -1.94477  -0.2825
60 C -6.56914 3.42612 -2.84719  -0.5956
61 C -6.67436 3.22648 -4.34877  -0.6239
62 O -5.76821 4.06667 -5.07811  -0.2823
63 C -6.22497 4.40449 -6.41813  -0.7786
64 H -7.33490 -0.34934 1.45013  0.2630
65 H -6.38216 0.28250 0.12839  0.1590
66 H -7.30458 -1.16893 -0.08807  0.3408
67 H -9.76656 1.22925 -1.44975  0.3464
68 H -9.08926 -0.33411 -1.66238  0.3824
69 H -8.00964 1.04047 -3.27711  0.3541
70 H -6.74792 0.86380 -1.96779  0.3437
71 H -7.12167 2.83555 -1.00954  0.2958
72 H -5.59193 3.01155 -2.59965  0.2607
73 H -6.39688 4.48523 -2.65556  0.3908
74 H -7.69760 3.22081 -4.72434  0.4361
75 H -6.39392 2.18278 -4.49070  0.2942
76 H -5.50151 5.02923 -6.94197  0.2516
77 H -7.19580 4.89747 -6.46873  0.3217
78 H -6.22366 3.46432 -6.96967  0.3470
79 C 7.59108 -7.09516 -3.07632  -0.7341
80 O 6.48799 -7.51022 -2.27566  -0.3453
81 C 5.61674 -6.47487 -1.91738  -0.4412
82 C 4.36446 -7.03396 -1.15002  -0.3816
83 N 3.37257 -5.99057 -0.92343  -0.3553
84 C 3.81854 -4.62602 -0.46031  -1.1329
85 C 4.63601 -4.33530 0.82048  -0.4210
86 O 5.91770 -4.94798 0.86617  -0.1920
87 C 6.70937 -4.71136 1.99974  -0.7580
88 H 8.09137 -6.22032 -2.66102  0.3080
89 H 7.33605 -7.04478 -4.13487  0.2729
90 H 8.25926 -7.94737 -2.95235  0.2533
91 H 5.27309 -5.94684 -2.80688  0.3515
92 H 6.08003 -5.62552 -1.41531  0.1743
93 H 4.71262 -7.39668 -0.18290  0.2384
94 H 3.92993 -7.92990 -1.59340  0.4715
95 H 2.84988 -6.37897 -0.15139  0.2970
96 H 2.98994 -3.91794 -0.47266  0.4169
97 H 4.31125 -4.21856 -1.34310  0.4173
98 H 4.04145 -4.60313 1.69391  0.3651
99 H 4.72216 -3.25556 0.94237  0.4151
100 H 7.68678 -5.16517 1.83590  0.2306
101 H 6.25730 -5.14298 2.89274  0.2885
102 H 6.79223 -3.62634 2.06267  0.2620
103 C 10.25090 3.84352 2.52819  -0.6413
104 O 8.83742 3.64982 2.38021  -0.4328
105 C 8.40315 2.29029 2.50442  -0.5570
106 C 8.50087 1.50754 1.15862  -0.5309
107 N 7.91353 2.44518 0.19321  -0.2085
108 C 8.01754 1.81575 -1.15505  -0.9778
109 C 7.03795 0.61839 -1.42608  -0.5497
110 O 5.68126 0.88281 -1.44986  -0.2415
111 C 5.17560 1.89997 -2.30138  -0.8133
112 H 10.77122 3.31788 1.72753  0.2774
113 H 10.57645 3.44710 3.48994  0.3088
114 H 10.42928 4.91844 2.49874  0.2366
115 H 7.42270 2.43465 2.95828  0.2843
116 H 9.10216 1.77996 3.16703  0.4177
117 H 7.94689 0.57099 1.22250  0.3073
118 H 9.50245 1.36035 0.75456  0.3219
119 H 8.45292 3.29329 0.29245  0.2612
120 H 9.01215 1.66187 -1.57359  0.4947
121 H 7.65121 2.55597 -1.86637  0.4680
122 H 7.25449 -0.17315 -0.70868  0.3434
123 H 7.28870 0.12041 -2.36268  0.3681
124 H 4.09401 1.92773 -2.16918  0.2198
125 H 5.29718 1.61816 -3.34728  0.3492
126 H 5.52921 2.90176 -2.05754  0.3203
127 C -1.16738 -7.34818 1.51820  -0.8118
128 O -0.17825 -8.46959 1.56825  -0.2832
129 C -0.06249 -8.95199 2.87007  -0.6026
130 C 0.84857 -10.21245 3.04379  -0.5836
131 N 0.56813 -11.21610 2.02328  -0.4073
132 C 1.67033 -12.13463 1.92962  -0.6496
133 C 1.47920 -13.05488 0.72043  -0.6927
134 O 1.63500 -12.16191 -0.39260  -0.2422
135 C 1.19290 -12.67456 -1.61530  -0.8067
136 H -1.26233 -6.97318 0.49915  0.2752
137 H -0.86153 -6.54399 2.18740  0.3031
138 H -2.21541 -7.58090 1.70683  0.3394
139 H -1.05987 -9.11206 3.27959  0.3932
140 H 0.40330 -8.17196 3.47231  0.3839
141 H 0.79958 -10.54192 4.08164  0.3055
142 H 1.83493 -9.78858 2.85528  0.3252
143 H 0.51259 -10.74075 1.13386  0.2992
144 H 1.76792 -12.79942 2.78789  0.3980
145 H 2.62576 -11.62764 1.79463  0.3740
146 H 0.51976 -13.55703 0.84464  0.3604
147 H 2.27670 -13.79726 0.68939  0.4546
148 H 1.59628 -13.67986 -1.73680  0.3120
149 H 1.54486 -12.11363 -2.48109  0.2382
150 H 0.11300 -12.81658 -1.65685  0.3178
151 O 3.88583 1.98406 1.16740  -0.6335
152 H 3.50742 1.31887 0.59246  0.3052
153 H 4.80124 2.04468 0.89431  0.3142
154 O -0.54364 3.73594 5.82938  -0.6206
155 H -0.29954 3.93980 6.73220  0.3139
156 H -1.46306 3.47504 5.88243  0.3169